{"formula": "C6H11F6HgNO15S4", "method": "ωB97M-V/def2-TZVPD", "elements": ["Hg", "S", "O", "O", "O", "O", "S", "O", "O", "O", "O", "C", "F", "F", "F", "S", "O", "O", "O", "C", "F", "F", "F", "S", "O", "O", "O", "C", "C", "C", "O", "C", "N", "H", "H", "H", "H", "H", "H", "H", "H", "H", "H", "H"], "positions_angstrom": [[22.83049, -7.84281, 6.66258], [25.35950, -7.13062, 4.38758], [24.52468, -7.08021, 5.62824], [26.43474, -8.10635, 4.46400], [24.53380, -7.49813, 3.22232], [25.85004, -5.75762, 4.19719], [23.88363, -11.04282, 5.91629], [23.94358, -10.92821, 4.46657], [23.30216, -12.33867, 6.35027], [25.23001, -10.92104, 6.50789], [23.00073, -9.97186, 6.53566], [26.09508, -6.24880, 9.93155], [25.21844, -5.25269, 10.17180], [26.89836, -5.84179, 8.91331], [26.96803, -6.41831, 10.93549], [25.25029, -7.84482, 9.44071], [24.90709, -8.37666, 10.76127], [24.12297, -7.35108, 8.64483], [26.21977, -8.64065, 8.69114], [18.67432, -8.30851, 4.21539], [18.50803, -6.92261, 4.23912], [18.17017, -8.73315, 5.37948], [17.92201, -8.72897, 3.20469], [20.50259, -8.85836, 4.04562], [21.23077, -8.17695, 5.13453], [20.40898, -10.30848, 4.06063], [20.86707, -8.25601, 2.80008], [19.11686, -7.63283, 9.30157], [20.22540, -7.54526, 8.21513], [20.48384, -6.09277, 7.77704], [21.57760, -5.91026, 6.83816], [22.02888, -4.57758, 6.67058], [21.48857, -8.15102, 8.60672], [19.36013, -6.98501, 10.14951], [19.23016, -8.61767, 9.75969], [18.15735, -7.47094, 8.81331], [19.81057, -7.99288, 7.30818], [20.63757, -5.52233, 8.70519], [19.61151, -5.62194, 7.31072], [22.22344, -4.11262, 7.64017], [21.27304, -3.95491, 6.17336], [22.85035, -4.72184, 5.96644], [21.27229, -9.14640, 8.66764], [21.63304, -7.93647, 9.59307]], "mulliken_charge": [3.1274, 0.9647, -0.9063, -0.7376, -0.7743, -0.8214, 0.9269, -0.6834, -0.8422, -0.7276, -0.9803, 0.5481, -0.2514, -0.2484, -0.2617, 1.0784, -0.7902, -0.5868, -0.6131, 0.4798, -0.2864, -0.2560, -0.2414, 0.9566, -0.7297, -0.6469, -0.6843, -1.7954, 0.7674, -0.8464, 0.0605, -0.9560, -0.3953, 0.4429, 0.4090, 0.4214, -0.1181, 0.3628, 0.3432, 0.2976, 0.2389, 0.2751, 0.2399, 0.2398], "relative_energy_kj_mol": 246.7, "e_lumo_ha": 0.276, "homo_energy_ev": 4.7, "total_charge": -4, "total_energy_ha": -3763.6656}



{"formula": "C6H11FNO", "method": "ωB97M-V/def2-TZVPD", "elements": ["C", "C", "C", "C", "C", "C", "N", "O", "F", "H", "H", "H", "H", "H", "H", "H", "H", "H", "H", "H"], "positions_angstrom": [[0.65627, 1.45666, -0.29036], [0.57022, -0.52720, 1.01663], [-0.61836, 0.78775, -0.79275], [1.60559, 0.36878, 0.30876], [-1.61448, 0.73372, 0.34520], [-0.67522, -0.47824, 0.08721], [-1.18661, -1.69571, -0.48747], [2.29859, -0.37079, -0.67635], [-2.85853, 0.31011, -0.03530], [0.94108, 2.10744, -1.14331], [0.53457, 2.16350, 0.63383], [0.94026, -1.62694, 1.17135], [0.39046, -0.13654, 1.92319], [-0.75194, 0.94270, -1.89570], [2.38806, 0.59449, 1.13534], [-1.79049, 1.28822, 1.25944], [-2.00666, -1.45360, -0.99329], [-1.34552, -2.45815, 0.18676], [-0.54419, -2.24061, -0.96450], [3.06690, 0.23441, -0.78872]], "mulliken_charge": [-0.7785, -1.2805, -0.3035, 0.0701, -0.1472, 0.2065, -0.0176, -0.5626, -0.3278, 0.4423, 0.2576, 0.3640, 0.4578, 0.3562, 0.4293, 0.3738, 0.3758, 0.3489, 0.3536, 0.3817], "relative_energy_kj_mol": 0.0, "e_lumo_ha": -0.127, "homo_energy_ev": -14.1, "total_charge": 1, "smiles": "[NH3+][C@@]12C[C@@H](O)C[C@@H]1[C@H]2F", "total_energy_ha": -464.7363}



{"formula": "C6H11N", "method": "ωB97M-V/def2-TZVPD", "elements": ["C", "C", "C", "C", "C", "C", "N", "H", "H", "H", "H", "H", "H", "H", "H", "H", "H", "H"], "positions_angstrom": [[-2.31600, -0.30081, -0.51696], [-1.09038, 0.61094, -0.31996], [0.23962, 0.05712, -0.75753], [1.01813, -0.40295, 0.51148], [2.53122, -0.30966, 0.30768], [0.46381, 0.36582, 1.71262], [-0.66534, 0.83930, 1.27540], [-3.20846, 0.08852, -0.01064], [-2.60155, -0.42402, -1.57716], [-2.11439, -1.30154, -0.12453], [-1.31458, 1.59780, -0.78054], [-1.42273, 1.43087, 1.49950], [0.13505, -0.78539, -1.43957], [0.82115, 0.84139, -1.25225], [0.77389, -1.45474, 0.73566], [2.84231, -0.95295, -0.52536], [2.82712, 0.71711, 0.06085], [3.08112, -0.61682, 1.20132]], "mulliken_charge": [-1.2852, 0.2067, -0.9233, 0.7183, -1.4766, -0.6488, -0.0417, 0.3581, 0.3287, 0.3012, 0.2716, 0.1890, 0.3644, 0.3444, 0.2049, 0.3360, 0.3738, 0.3785], "relative_energy_kj_mol": 230.0, "e_lumo_ha": 0.035, "homo_energy_ev": -8.1, "total_charge": 0, "total_energy_ha": -289.8841}



{"formula": "C6H11N", "method": "ωB97M-V/def2-TZVPD", "elements": ["C", "C", "C", "C", "C", "C", "N", "H", "H", "H", "H", "H", "H", "H", "H", "H", "H", "H"], "positions_angstrom": [[-0.56530, -0.47764, -0.83188], [-0.50553, -0.63373, 0.54414], [1.51230, 1.64522, 0.49488], [1.37287, 0.16969, 0.33545], [-2.65731, -0.82817, -0.61368], [2.36511, -0.71094, 0.30862], [-3.49337, 0.11869, -0.63989], [-3.04600, 1.04306, -0.67622], [-0.27290, -1.31345, -1.45641], [-0.60636, 0.48423, -1.32839], [-0.98045, 0.06428, 1.22377], [-0.30367, -1.62411, 0.93558], [-3.04064, -1.86208, -0.58144], [0.90900, 2.00973, 1.33238], [1.16831, 2.17315, -0.40015], [2.55101, 1.94818, 0.68540], [3.40203, -0.43187, 0.50990], [2.19089, -1.77423, 0.15791]], "mulliken_charge": [-0.3611, -0.3888, -1.1337, 0.4690, -0.1920, -0.8647, -0.5546, 0.2385, 0.2434, 0.2167, 0.3038, 0.2663, 0.3262, 0.2759, 0.2478, 0.3651, 0.2992, 0.2429], "relative_energy_kj_mol": 579.6, "e_lumo_ha": 0.034, "homo_energy_ev": -7.1, "total_charge": 0, "total_energy_ha": -289.7509}



{"formula": "C6H11N", "method": "ωB97M-V/def2-TZVPD", "elements": ["C", "N", "C", "C", "C", "C", "C", "H", "H", "H", "H", "H", "H", "H", "H", "H", "H", "H"], "positions_angstrom": [[2.16068, 0.32990, 0.03802], [0.94341, 0.80460, 0.68388], [-0.27666, 0.08822, 0.37586], [-0.75310, -0.08944, -0.85880], [-0.41851, 0.79258, -2.01899], [-1.67343, -1.63546, 1.44977], [-0.86213, -0.58864, 1.60659], [3.00648, 1.00826, 0.13280], [1.89640, 0.21172, -1.01939], [2.51929, -0.67663, 0.34877], [1.05143, 0.95144, 1.67510], [-1.66671, -0.60943, -1.11326], [0.62704, 1.14330, -2.03382], [-1.03934, 1.68587, -1.71358], [-0.70367, 0.58245, -3.04234], [-1.74250, -2.18275, 2.37940], [-2.37785, -1.89431, 0.66902], [-0.69083, 0.07831, 2.44097]], "mulliken_charge": [-0.7737, -0.2841, 0.7474, -0.3736, -1.1177, -0.7297, -0.4081, 0.3047, 0.2181, 0.2726, 0.2726, 0.2046, 0.2801, 0.2156, 0.3452, 0.2506, 0.2460, 0.3291], "relative_energy_kj_mol": 282.3, "e_lumo_ha": 0.035, "homo_energy_ev": -7.7, "total_charge": 0, "smiles": "C=C/C(=C/C)NC", "total_energy_ha": -289.8641}



{"formula": "C6H11N", "method": "ωB97M-V/def2-TZVPD", "elements": ["C", "C", "C", "C", "C", "C", "N", "H", "H", "H", "H", "H", "H", "H", "H", "H", "H", "H"], "positions_angstrom": [[-0.38320, -2.07074, -0.67183], [0.85807, -1.43795, -0.04360], [1.51635, -0.37717, -0.92905], [-1.16925, 1.50965, 0.25996], [-0.94304, 2.32856, 1.50331], [-0.18138, 1.15899, -0.52548], [0.77238, 0.85130, -1.22803], [-0.89371, -2.75439, 0.01533], [-0.11538, -2.63816, -1.56974], [-1.10618, -1.30305, -0.96474], [0.61861, -1.03545, 0.94994], [1.63518, -2.19709, 0.10869], [2.45496, -0.05580, -0.46367], [1.76989, -0.81935, -1.89680], [-2.17591, 1.21396, -0.01948], [-1.41166, 3.31253, 1.40280], [-1.37111, 1.83480, 2.38262], [0.12538, 2.47936, 1.68977]], "mulliken_charge": [-1.0555, -0.3823, -0.5344, -0.3841, -1.1079, 0.4503, -0.4759, 0.3062, 0.3304, 0.2635, 0.2959, 0.3406, 0.3015, 0.3525, 0.3643, 0.3377, 0.2876, 0.3096], "relative_energy_kj_mol": 135.0, "e_lumo_ha": 0.038, "homo_energy_ev": -8.4, "total_charge": 0, "smiles": "CC=C=NCCC", "total_energy_ha": -289.9203}



{"formula": "C6H11N", "method": "ωB97M-V/def2-TZVPD", "elements": ["C", "C", "C", "C", "C", "C", "H", "H", "H", "H", "H", "H", "H", "H", "H", "H", "H", "N"], "positions_angstrom": [[-1.95941, -0.08010, -0.06865], [-0.64179, -0.84585, 0.02636], [0.43283, -0.21913, 1.06211], [0.68952, 1.09555, 0.43502], [0.59719, 0.61228, -1.08614], [1.38297, -1.05348, 0.05324], [-2.67451, -0.33752, 0.79358], [-2.69600, -0.21464, -0.91487], [-1.84099, 0.94217, 0.03318], [-0.78367, -1.86390, 0.20918], [0.54101, -0.10410, 2.13713], [1.64407, 1.61849, 0.72080], [-0.22339, 1.80557, 0.64000], [-0.26661, 1.07222, -1.55314], [1.42723, 1.02376, -1.71056], [1.59850, -2.06223, 0.40901], [2.39077, -0.57967, -0.11430], [0.38227, -0.80941, -1.07195]], "mulliken_charge": [-1.4310, 0.2047, -0.2926, -0.5502, -0.6754, -0.4764, 0.3258, 0.3218, 0.3136, 0.6008, 0.4033, 0.3342, 0.2232, 0.3762, 0.3063, 0.2884, 0.2737, -0.5464], "relative_energy_kj_mol": 268.5, "e_lumo_ha": 0.041, "homo_energy_ev": -9.6, "total_charge": 0, "total_energy_ha": -289.8694}



{"formula": "C6H11N", "method": "ωB97M-V/def2-TZVPD", "elements": ["C", "C", "C", "C", "C", "C", "N", "H", "H", "H", "H", "H", "H", "H", "H", "H", "H", "H"], "positions_angstrom": [[1.95362, 1.65602, -0.47968], [1.10067, 0.66715, 0.26788], [0.06488, -0.08110, -0.61113], [-1.11847, -0.46099, 0.28284], [-2.09473, -1.42142, -0.34360], [-0.55863, -1.03872, 1.50775], [0.34238, -1.45474, 2.10885], [2.64120, 2.18744, 0.19628], [2.56317, 1.12268, -1.21225], [1.28463, 2.33367, -1.00561], [1.81574, -0.02443, 0.70587], [0.68249, 1.26851, 1.36311], [-0.31415, 0.51849, -1.45251], [0.51561, -0.98300, -1.05873], [-1.65437, 0.43192, 0.59347], [-2.53625, -0.96133, -1.22587], [-1.57420, -2.33510, -0.63537], [-2.90308, -1.67471, 0.34615]], "mulliken_charge": [-1.3810, -0.3361, -0.6650, 0.5862, -1.5424, 0.2019, -0.5189, 0.3530, 0.3145, 0.3565, 0.3317, 0.2470, 0.3919, 0.3111, 0.2313, 0.3785, 0.3532, 0.3863], "relative_energy_kj_mol": 121.5, "e_lumo_ha": 0.035, "homo_energy_ev": -11.0, "total_charge": 0, "smiles": "CCC[C@@H](C)C#N", "total_energy_ha": -289.9254}